1.
Entry from OMol25: an isolated molecule of C5H3NO (ωB97M-V with the def2-TZVPD basis set).

Computed properties:
charge = 0
orbital gap = 10.407 eV
E_LUMO = 0.0337 hartree

Structure (XYZ):
```
10
Properties=species:S:1:pos:R:3:nbo_charge:R:1
C 2.524 0.165 0.372 -0.192
C 1.346 0.140 0.131 -0.032
C -0.060 0.050 -0.066 -0.266
C -1.025 0.966 0.213 0.181
O -2.234 0.428 0.046 -0.267
N -2.100 -0.879 -0.378 -0.106
C -0.817 -1.095 -0.454 -0.006
H 3.563 0.175 0.615 0.239
H -0.984 2.004 0.515 0.220
H -0.441 -2.049 -0.801 0.228
```

***

2.
Entry from OMol25: an isolated molecule of C5H3NO (ωB97M-V with the def2-TZVPD basis set).

Computed properties:
charge = 0
orbital gap = 7.876 eV
E_LUMO = -0.0487 hartree

Structure (XYZ):
```
10
Properties=species:S:1:pos:R:3:nbo_charge:R:1
O -1.080 -0.185 -0.559 -0.318
C 0.114 -0.617 -0.246 0.277
C 0.795 0.399 0.482 -0.543
C -0.063 1.649 0.488 -0.248
C -1.193 1.136 -0.111 -0.027
C 0.544 -1.894 -0.709 0.206
N 0.927 -2.915 -1.101 -0.223
H 1.861 0.373 0.684 0.272
H 0.226 0.466 1.476 0.386
H -2.131 1.588 -0.405 0.218
```

***

3.
Entry from OMol25: an isolated molecule of C5H3NO (ωB97M-V with the def2-TZVPD basis set).

Computed properties:
charge = 0
orbital gap = 10.403 eV
E_LUMO = 0.0330 hartree

Structure (XYZ):
```
10
Properties=species:S:1:pos:R:3:nbo_charge:R:1
C -2.795 -0.211 -0.145 -0.215
C -1.622 -0.079 0.025 -0.037
C -0.155 0.003 0.208 -0.016
C 0.693 1.042 0.037 0.081
C 1.852 -0.844 -0.065 0.333
H -3.912 0.024 0.073 0.262
H 0.572 2.152 -0.042 0.235
H 2.787 -1.317 -0.079 0.199
N 0.590 -1.258 0.056 -0.426
O 1.991 0.488 -0.069 -0.417
```

***

4.
Entry from OMol25: a structure of composition C5H3NO (ωB97M-V with the def2-TZVPD basis set).

Computed properties:
charge = 0
orbital gap = 7.878 eV
E_LUMO = -0.0483 hartree

Structure (XYZ):
```
10
Properties=species:S:1:pos:R:3:nbo_charge:R:1
O -1.964 -0.351 -1.079 -0.545
C -1.061 0.218 -0.384 0.440
C -0.177 -0.755 0.161 -0.638
C 1.212 -0.503 0.393 -0.047
C 2.390 -0.289 0.536 -0.200
C -1.022 1.654 -0.244 0.189
N -0.968 2.801 -0.101 -0.192
H -1.148 -1.311 -0.843 0.459
H -0.695 -1.369 0.905 0.293
H 3.434 -0.096 0.656 0.240
```

***

Which one is the most stable? From the structures above, 3.